(1)
An isolated molecule of C15H21N3O4. Source: OMol25; level of theory: ωB97M-V with the def2-TZVPD basis set.

Computed properties:
LUMO ... -0.72 eV
E ... -28553.6041 eV
Energy above the lowest of the compared OMol25 structures with the same formula, charge and spin ... 4.884 eV
M ... 307.3 g/mol
Frontier orbital gap ... 7.972 eV
Net charge ... 0
HOMO energy ... -8.7 eV

Structure (XYZ):
```
43
Properties=species:S:1:pos:R:3:forces:R:3:nbo_charge:R:1
O 0.51346 -1.27747 1.25068 -0.349 -0.425 0.127 -0.635
C 1.24006 -0.32906 1.05090 0.730 0.239 0.331 0.694
C 2.66012 -0.25280 1.65216 -0.545 0.006 0.182 -0.526
C 3.62224 -0.72504 0.61177 0.377 0.276 -0.180 0.009
C 3.69129 -2.09750 0.36884 0.047 0.100 -0.039 -0.200
C 4.54799 -2.62902 -0.57300 0.054 0.064 -0.036 -0.163
C 5.39265 -1.79752 -1.29822 -0.102 -0.031 0.062 -0.219
C 5.35430 -0.43977 -1.07601 -0.044 0.268 0.028 -0.190
C 4.46523 0.10026 -0.14426 0.114 -1.576 -0.225 0.065
N 4.49617 1.52608 -0.00691 0.101 0.747 0.068 0.522
O 5.53270 2.09555 -0.27086 0.061 0.129 0.032 -0.357
O 3.48058 2.10337 0.35004 -0.049 0.267 0.008 -0.419
N 0.94261 0.71432 0.26466 -0.136 0.590 -0.304 -0.622
C -0.35196 0.87437 -0.35569 -0.236 -0.045 0.171 -0.232
C -1.21875 1.88869 0.39226 -0.143 -0.207 -0.257 -0.411
C -2.62664 1.94752 -0.19981 0.162 0.056 0.103 -0.208
N -3.23516 0.63384 -0.30273 -0.131 0.066 -0.034 -0.448
C -3.58161 0.05805 0.98677 -0.068 -0.318 -0.086 -0.259
C -4.12010 -1.35651 0.77595 0.219 0.140 0.277 -0.073
O -5.24505 -1.36438 -0.07245 -0.158 -0.011 0.074 -0.523
C -4.92028 -0.79155 -1.31535 0.001 0.318 -0.266 -0.072
C -4.41202 0.64118 -1.15361 -0.093 -0.340 -0.036 -0.245
H 2.86217 0.76260 1.98670 0.044 -0.160 0.040 0.246
H 2.68283 -0.93418 2.50330 -0.040 0.051 -0.079 0.243
H 3.03924 -2.74569 0.93424 -0.075 -0.048 0.083 0.235
H 4.56454 -3.69476 -0.74207 -0.005 -0.104 -0.001 0.222
H 6.07022 -2.20772 -2.03009 0.063 -0.014 -0.071 0.224
H 5.99493 0.23524 -1.62343 0.024 -0.013 -0.006 0.244
H 1.59497 1.48616 0.21098 0.008 -0.296 0.075 0.419
H -0.21382 1.19119 -1.39289 -0.063 -0.076 -0.013 0.191
H -0.84773 -0.09766 -0.34250 0.107 0.136 -0.129 0.244
H -1.25974 1.60792 1.44541 0.059 0.037 0.057 0.204
H -0.76967 2.88217 0.33022 0.001 0.037 0.086 0.207
H -2.56147 2.35126 -1.21433 -0.051 0.051 0.024 0.194
H -3.24513 2.63969 0.40010 -0.012 -0.012 -0.103 0.171
H -2.69006 -0.00101 1.61026 0.002 -0.006 0.073 0.212
H -4.34441 0.66773 1.50487 0.061 -0.006 0.004 0.166
H -4.44715 -1.78853 1.72299 0.092 0.014 -0.035 0.194
H -3.32246 -1.97948 0.34531 -0.039 0.027 0.067 0.171
H -5.83339 -0.81214 -1.91300 0.090 0.008 -0.024 0.192
H -4.14225 -1.39170 -1.81118 -0.072 0.048 -0.004 0.165
H -4.14067 1.04166 -2.13305 -0.039 0.016 0.003 0.202
H -5.21877 1.26466 -0.72697 0.031 -0.002 -0.047 0.166
```
Positions in Å, forces in eV/Å.


(2)
A structure of composition C15H21N4O3PtSTe. Source: OMol25; level of theory: ωB97M-V with the def2-TZVPD basis set.

Computed properties:
LUMO ... -3.58 eV
E ... -49366.7228 eV
Energy above the lowest of the compared OMol25 structures with the same formula, charge and spin ... 1.272 eV
M ... 660.1 g/mol
Frontier orbital gap ... 7.418 eV
Net charge ... +1
HOMO energy ... -11.0 eV

Structure (XYZ):
```
46
Properties=species:S:1:pos:R:3:forces:R:3:nbo_charge:R:1
Pt 0.35982 -1.68595 -0.80847 0.000 0.120 0.160 0.708
N -2.01523 5.98117 0.24837 0.001 -0.005 -0.019 -0.765
C -1.51648 4.80579 -0.21942 -0.017 -0.007 0.016 0.234
C -0.31056 4.77884 -0.93999 0.010 -0.004 -0.010 -0.279
C 0.20680 3.58816 -1.39121 0.012 0.007 -0.012 -0.130
C -0.47051 2.39885 -1.12412 -0.031 -0.048 -0.022 -0.398
C -1.67018 2.40471 -0.41224 -0.005 -0.010 0.005 -0.142
C -2.18857 3.59571 0.03422 0.007 0.016 -0.003 -0.280
S 0.21805 0.91557 -1.65545 0.124 0.082 0.034 2.294
O -0.88084 -0.07181 -1.83477 -0.125 -0.087 -0.010 -0.956
O 1.12728 1.13236 -2.73251 0.035 0.022 0.002 -0.888
N 0.94474 0.19281 -0.34800 -0.019 -0.158 -0.041 -0.883
C 2.27689 -0.19807 -0.24602 0.086 0.168 -0.028 0.560
N 2.27979 -1.55365 -0.13902 0.003 -0.017 -0.022 -0.488
C 3.43440 -2.18655 0.03559 -0.033 -0.017 0.009 0.116
C 4.59569 -1.44299 0.12791 0.018 0.035 -0.013 -0.309
C 4.49247 -0.06505 -0.02160 0.002 -0.023 0.049 0.126
N 3.33361 0.57223 -0.21036 -0.035 -0.034 -0.010 -0.425
H -1.62640 6.84883 -0.07486 0.000 0.001 0.005 0.400
H -2.95312 6.01723 0.60508 0.003 0.001 0.004 0.399
H 0.20882 5.70571 -1.14653 -0.001 0.001 0.000 0.226
H 1.12815 3.56662 -1.95737 -0.002 0.008 0.003 0.248
H -2.19687 1.47737 -0.23214 0.001 0.002 -0.003 0.235
H -3.12502 3.60976 0.57706 -0.002 0.000 0.000 0.223
H 3.40819 -3.26571 0.10238 0.005 0.001 -0.003 0.231
H 5.54931 -1.91909 0.29582 -0.001 -0.002 -0.005 0.253
H 5.37611 0.56027 0.01709 0.002 -0.004 -0.013 0.222
C -1.43836 -0.35604 2.22499 -0.001 -0.014 0.007 -0.733
C -0.53897 -1.49224 2.63340 -0.008 0.030 0.021 0.620
C 0.29850 -1.28800 3.86540 0.008 -0.003 -0.019 -0.725
O -0.47906 -2.51661 1.98410 0.012 -0.037 -0.008 -0.595
H -2.02408 0.00192 3.07266 0.003 -0.004 0.003 0.240
H -2.09730 -0.67426 1.41930 -0.001 0.011 -0.010 0.229
H -0.81832 0.47639 1.88166 0.004 0.000 -0.002 0.247
H -0.34864 -1.14596 4.73294 -0.005 -0.003 0.000 0.245
H 0.89175 -0.37638 3.76354 -0.002 0.000 0.003 0.235
H 0.94783 -2.14375 4.02902 -0.001 0.002 0.001 0.239
C -1.04869 -3.89252 -3.25945 -0.027 -0.036 0.006 -0.869
Te -0.27534 -4.13703 -1.29678 -0.031 -0.010 -0.045 0.732
C -2.16461 -4.16947 -0.33261 0.002 0.029 -0.018 -0.866
H -1.60153 -4.78554 -3.53828 0.000 0.001 0.005 0.241
H -0.21161 -3.74808 -3.93726 0.008 0.005 0.009 0.247
H -1.69213 -3.01683 -3.27012 0.000 0.000 -0.010 0.241
H -2.77693 -3.37820 -0.75785 -0.012 -0.005 0.007 0.235
H -1.98266 -3.97984 0.72154 0.005 -0.007 -0.014 0.265
H -2.62618 -5.14069 -0.48561 0.007 -0.006 -0.008 0.240
```
Positions in Å, forces in eV/Å.


(3)
An isolated molecule of C15H21NO2. Source: OMol25; level of theory: ωB97M-V with the def2-TZVPD basis set.

Computed properties:
LUMO ... 0.64 eV
E ... -21467.5674 eV
Energy above the lowest of the compared OMol25 structures with the same formula, charge and spin ... 14.127 eV
M ... 247.3 g/mol
Frontier orbital gap ... 9.273 eV
Net charge ... 0
HOMO energy ... -8.6 eV

Structure (XYZ):
```
39
Properties=species:S:1:pos:R:3:forces:R:3:nbo_charge:R:1
C -3.35931 2.28102 1.39611 -3.114 5.180 -3.079 -0.417
C -3.50851 2.28765 0.01302 -1.949 4.117 2.075 -0.154
C -3.10662 1.32213 -0.98945 -3.806 -5.865 6.482 -0.271
N -2.33228 0.19647 -0.43899 -5.509 -3.386 -3.303 -0.655
C -2.73628 -1.23923 -0.40476 -1.145 3.150 4.891 0.694
O -3.89222 -1.57480 -0.56319 0.925 -0.020 -1.569 -0.591
C -1.77288 -2.05456 0.54296 5.530 13.290 -13.380 -0.373
C -0.62387 -2.24890 -0.77654 0.226 -2.092 9.321 -0.404
C 0.60452 -2.77455 -0.05794 0.734 -1.949 3.288 -0.050
O 1.24281 -1.90881 0.92917 -0.460 2.709 -1.597 -0.582
C 1.73142 -0.52280 0.47918 -1.546 -5.687 0.164 0.324
C 2.04966 -0.41026 -0.96230 -3.099 -8.673 2.742 -0.300
C 2.78216 0.50122 -1.36470 2.511 10.644 1.931 0.022
C 3.15037 0.98938 -2.62902 0.366 -6.663 -6.542 -0.604
C 3.01559 1.74906 -0.26374 -0.853 -6.187 -5.468 -0.223
C 2.62827 1.43128 0.89334 -1.727 0.323 9.087 -0.182
C 1.96768 0.23729 1.54965 1.551 2.074 -6.260 -0.089
C 1.69085 -0.14033 2.90265 -8.920 11.958 -0.860 -0.570
H -3.73173 3.09719 2.22654 0.712 -1.997 -2.821 0.215
H -2.90473 1.50994 1.79947 2.373 -3.725 1.958 0.175
H -4.17634 3.12746 -0.60074 1.820 -1.713 2.175 0.197
H -2.82545 1.63386 -1.83139 3.087 3.084 -6.521 0.193
H -4.11980 0.90351 -1.26806 0.795 -0.202 0.199 0.238
H -1.52191 0.41447 -0.07483 5.182 1.115 2.121 0.366
H -1.25445 -1.42126 1.08576 2.024 2.536 3.431 0.212
H -2.11288 -2.80129 0.77187 -6.285 -14.314 4.797 0.164
H -0.31263 -1.41237 -1.15247 0.808 5.175 -2.445 0.201
H -0.96243 -2.91008 -1.40169 -1.958 -3.608 -3.715 0.206
H 1.43815 -2.95521 -0.73625 -0.321 -1.167 -0.228 0.170
H 0.32626 -3.69714 0.77339 0.871 2.028 -3.071 0.196
H 1.99573 -1.44889 -1.61256 -0.418 2.962 1.517 0.218
H 3.38732 1.95471 -2.69771 1.239 3.609 -0.080 0.212
H 2.33186 0.78949 -3.59371 2.085 0.345 2.915 0.207
H 4.08160 0.25061 -2.94161 -1.827 2.217 0.183 0.221
H 3.34160 2.68768 -0.43236 1.341 2.666 -1.298 0.210
H 2.78424 2.21156 1.66515 -0.065 -0.083 -0.272 0.192
H 1.84446 0.83372 3.54837 0.268 -1.608 -0.959 0.198
H 2.29775 -0.73503 3.17280 7.060 -8.835 4.215 0.197
H 0.56203 -0.15418 3.04458 1.493 -1.406 -0.025 0.239
```
Positions in Å, forces in eV/Å.


(4)
An isolated molecule of C15H21NO2S. Source: OMol25; level of theory: ωB97M-V with the def2-TZVPD basis set.

Computed properties:
LUMO ... 0.70 eV
E ... -32316.7286 eV
Energy above the lowest of the compared OMol25 structures with the same formula, charge and spin ... 0.217 eV
M ... 279.4 g/mol
Frontier orbital gap ... 8.993 eV
Net charge ... 0
HOMO energy ... -8.3 eV

Structure (XYZ):
```
40
Properties=species:S:1:pos:R:3:forces:R:3:nbo_charge:R:1
C -5.90260 -1.58237 0.64541 -0.032 0.023 -0.048 -0.646
C -4.67504 -0.79890 0.29492 0.039 0.010 0.011 0.063
C -4.07540 0.05003 1.21487 -0.045 -0.068 -0.023 -0.229
C -2.95124 0.78651 0.88544 0.024 -0.009 -0.054 -0.233
C -2.39681 0.66595 -0.37977 0.350 0.208 -0.027 -0.175
S -0.95934 1.58000 -0.88854 -0.052 0.075 0.130 0.249
C -0.00352 1.67193 0.67260 -0.327 0.178 -0.297 -0.620
C 1.48944 1.70131 0.38594 -0.273 0.040 0.055 0.671
O 2.15438 2.67345 0.68952 0.042 0.327 0.145 -0.623
N 2.02609 0.61880 -0.21507 0.261 -0.164 -0.208 -0.432
C 1.39000 -0.64713 -0.49423 0.072 -0.448 0.354 -0.243
C 2.06235 -1.74859 0.34583 -0.518 -0.042 -0.157 0.094
C 1.48874 -3.12024 0.02163 0.278 0.388 0.133 -0.619
O 3.44932 -1.78308 0.08733 0.104 -0.141 -0.040 -0.535
C 4.08458 -0.54934 0.37344 0.261 0.402 -0.144 0.094
C 5.56710 -0.70620 0.07268 -0.475 -0.056 0.126 -0.617
C 3.45444 0.57492 -0.46035 0.252 -0.049 0.286 -0.253
C -2.99038 -0.17501 -1.31443 0.058 0.087 0.038 -0.225
C -4.11886 -0.89382 -0.97724 -0.052 0.043 0.081 -0.217
H -5.79938 -2.61909 0.33004 -0.052 -0.080 0.024 0.218
H -6.77073 -1.16476 0.13537 -0.102 -0.031 0.015 0.221
H -6.08964 -1.55705 1.71587 -0.054 -0.040 0.056 0.215
H -4.49582 0.14853 2.20551 -0.062 -0.016 0.097 0.210
H -2.52072 1.45648 1.61398 0.046 0.066 0.054 0.218
H -0.27151 0.81362 1.28777 0.009 -0.010 0.027 0.237
H -0.25634 2.59966 1.18632 0.147 -0.192 0.051 0.250
H 0.32427 -0.61997 -0.28537 0.033 0.011 -0.021 0.226
H 1.53029 -0.87811 -1.55682 -0.091 -0.046 0.034 0.202
H 1.90177 -1.51339 1.41480 0.011 0.001 -0.152 0.160
H 1.99181 -3.87624 0.61711 0.009 -0.105 0.054 0.224
H 0.42375 -3.14354 0.23506 -0.130 -0.036 0.018 0.212
H 1.65070 -3.34532 -1.02872 -0.014 -0.050 -0.146 0.213
H 3.93759 -0.31117 1.44210 -0.009 -0.012 -0.151 0.166
H 6.09421 0.21301 0.30972 0.103 0.096 0.020 0.215
H 5.97663 -1.51952 0.66454 0.085 -0.057 0.054 0.222
H 5.70567 -0.94101 -0.97902 0.050 -0.008 -0.140 0.212
H 3.87577 1.54264 -0.18798 -0.003 -0.121 -0.069 0.253
H 3.62611 0.37964 -1.52429 0.049 -0.013 0.018 0.195
H -2.55880 -0.25496 -2.30032 0.055 -0.074 -0.121 0.221
H -4.57346 -1.54554 -1.70927 -0.048 -0.085 -0.083 0.209
```
Positions in Å, forces in eV/Å.